(1)
Molecular formula: C36H71As3N2P2Y
Method: DFT, ωB97M-V/def2-TZVPD

The geometry in XYZ format:
```
115
C36H71As3N2P2Y (ωB97M-V/def2-TZVPD)
Y 0.025 -0.722 0.121
C -3.073 1.211 2.641
As -1.274 1.431 1.951
C -0.388 1.663 3.661
C -1.123 3.297 1.405
C -1.886 3.847 0.195
C -1.505 5.330 0.070
C -1.424 3.216 -1.130
As -1.565 1.306 -1.529
C -1.634 1.471 -3.460
C -3.403 0.718 -1.239
C -3.406 3.671 0.352
As -4.608 4.514 1.702
C -3.498 4.899 3.278
C -4.657 6.334 0.992
H -3.336 2.129 3.164
H -3.065 0.382 3.348
H -3.809 1.015 1.869
H -0.874 2.499 4.164
H 0.665 1.898 3.527
H -0.499 0.772 4.273
H -0.048 3.477 1.300
H -1.439 3.834 2.297
H -0.436 5.446 -0.122
H -1.743 5.876 0.978
H -2.052 5.799 -0.750
H -0.368 3.443 -1.306
H -1.977 3.685 -1.947
H -2.545 2.020 -3.693
H -1.667 0.500 -3.948
H -0.773 2.031 -3.818
H -4.096 1.512 -1.505
H -3.581 0.409 -0.213
H -3.569 -0.139 -1.892
H -3.635 2.613 0.451
H -3.887 3.979 -0.583
H -3.264 3.993 3.839
H -4.136 5.509 3.919
H -2.589 5.463 3.082
H -4.965 6.306 -0.052
H -3.710 6.861 1.080
H -5.417 6.878 1.551
C -2.030 -3.004 3.706
C -2.749 -4.039 3.129
C -2.765 -4.162 1.748
C -2.051 -3.262 0.977
N -1.334 -2.275 1.538
C -1.341 -2.147 2.873
C -2.063 -3.294 -0.513
C -2.634 -4.325 -1.238
C -2.661 -4.251 -2.622
C -2.116 -3.144 -3.254
C -1.544 -2.167 -2.466
N -1.510 -2.235 -1.127
H -2.007 -2.860 4.778
H -3.306 -4.735 3.742
H -3.347 -4.946 1.288
H -0.772 -1.323 3.280
H -3.057 -5.184 -0.740
H -3.110 -5.050 -3.199
H -2.129 -3.041 -4.331
H -1.086 -1.296 -2.916
C 3.195 -1.225 4.937
C 1.897 -0.953 4.174
P 2.039 -1.116 2.355
C 2.678 -2.828 2.150
C 1.815 -3.665 1.209
C 3.353 0.060 1.855
C 2.748 1.300 1.198
H 2.997 -1.158 6.007
H 3.967 -0.491 4.709
H 3.600 -2.218 4.746
H 1.533 0.046 4.398
H 1.117 -1.651 4.491
H 2.705 -3.296 3.134
H 3.714 -2.781 1.813
H 0.856 -3.915 1.661
H 2.305 -4.600 0.935
H 1.623 -3.146 0.259
H 4.036 -0.453 1.177
H 3.941 0.348 2.727
H 2.134 1.037 0.320
H 3.511 1.981 0.819
H 2.121 1.866 1.889
C 2.839 -2.902 -4.183
C 1.726 -2.546 -3.190
C 1.335 -3.797 -2.399
P 2.035 -1.054 -2.138
C 1.602 0.380 -3.220
C 2.008 0.323 -4.696
C 2.049 1.691 -2.570
C 3.812 -0.925 -1.674
C 4.265 -2.215 -0.982
C 4.809 -0.517 -2.763
H 2.468 -3.669 -4.866
H 3.706 -3.322 -3.675
H 3.170 -2.062 -4.785
H 0.850 -2.229 -3.768
H 2.178 -4.181 -1.823
H 1.032 -4.587 -3.089
H 0.502 -3.631 -1.715
H 0.511 0.356 -3.204
H 3.086 0.328 -4.838
H 1.610 1.206 -5.202
H 1.600 -0.547 -5.209
H 3.135 1.774 -2.534
H 1.681 1.810 -1.546
H 1.684 2.546 -3.143
H 3.803 -0.126 -0.927
H 4.415 -3.021 -1.701
H 3.555 -2.573 -0.238
H 5.223 -2.049 -0.485
H 4.841 -1.226 -3.586
H 5.807 -0.491 -2.319
H 4.615 0.474 -3.168
```

Calculated values
Energy relative to the best compared isomer or geometry (same formula, charge and spin) = 6.7 kcal/mol
Highest occupied orbital energy = -14.57 eV
Strongest force on any atom = 0.90 eV/Å
Charge = +3
M = 907.60 g/mol
LUMO level = -8.6109 eV

Here are the Mulliken charges for atoms 1 to 4, given in e: atom 1 (Y): -0.9911, atom 2 (C): -1.2872, atom 3 (As): 1.0311, atom 4 (C): -1.5529

(2)
Molecular formula: C36H72AgCl8N6O4
Method: DFT, ωB97M-V/def2-TZVPD

The geometry in XYZ format:
```
127
C36H72AgCl8N6O4 (ωB97M-V/def2-TZVPD)
Ag 13.641 12.671 16.863
C 16.062 10.914 18.087
C 14.766 10.764 18.899
C 15.038 10.482 20.379
O 14.034 11.943 18.772
H 16.760 11.634 18.549
H 15.900 11.221 17.027
H 16.671 9.980 18.002
H 14.160 10.057 18.374
H 15.742 9.679 20.500
H 14.088 10.476 20.902
H 15.434 11.393 20.855
C 11.454 14.500 14.150
C 12.065 13.106 14.235
C 12.210 12.527 12.772
O 13.345 12.974 14.816
H 12.126 15.144 13.551
H 11.345 14.895 15.162
H 10.504 14.468 13.613
H 11.347 12.492 14.738
H 12.936 13.160 12.212
H 11.161 12.593 12.347
H 12.541 11.521 12.756
C 14.066 16.638 15.734
Cl 13.814 17.617 14.249
Cl 14.551 17.608 17.093
H 13.100 16.117 15.868
H 14.823 15.839 15.598
C 10.413 11.963 20.542
Cl 9.324 12.736 21.783
Cl 10.730 10.315 21.019
H 9.891 12.064 19.586
H 11.304 12.515 20.517
C 9.295 14.944 16.656
Cl 9.963 16.635 16.772
Cl 8.216 14.691 18.052
H 8.824 14.605 15.732
H 10.083 14.257 16.876
C 12.041 8.367 18.247
Cl 11.429 7.938 16.663
Cl 13.430 7.426 18.863
H 12.389 9.404 18.205
H 11.181 8.154 18.897
C 8.002 7.674 12.939
C 8.674 8.831 12.035
C 7.826 9.038 10.761
C 6.520 9.813 10.956
C 6.920 11.124 11.648
C 7.599 10.848 13.056
N 8.822 10.119 12.676
O 9.773 9.851 13.749
C 7.966 12.148 13.787
C 6.704 10.118 14.034
C 10.069 8.290 11.621
H 6.870 7.726 12.785
H 8.101 7.677 14.025
H 8.274 6.714 12.529
H 8.394 9.411 9.935
H 7.652 7.967 10.502
H 5.785 9.251 11.631
H 6.104 9.990 9.970
H 6.063 11.699 11.756
H 7.712 11.579 11.101
H 7.130 12.900 13.853
H 8.257 11.966 14.806
H 8.818 12.676 13.269
H 7.314 9.821 14.849
H 6.003 10.868 14.483
H 6.083 9.308 13.599
H 10.532 9.013 10.902
H 9.950 7.342 11.006
H 10.698 8.069 12.504
H 10.475 10.569 13.636
C 13.151 12.112 23.081
C 13.588 13.579 23.185
C 14.298 13.653 24.594
C 15.075 14.933 24.714
C 16.117 14.845 23.635
C 15.535 14.936 22.177
N 14.556 13.818 22.096
O 13.828 13.894 20.914
C 15.009 16.326 21.830
C 16.628 14.599 21.233
C 12.326 14.453 23.090
H 12.612 11.884 24.028
H 14.038 11.533 22.957
H 12.379 11.967 22.271
H 13.577 13.465 25.412
H 14.995 12.786 24.663
H 15.538 15.062 25.696
H 14.482 15.802 24.521
H 16.525 13.828 23.702
H 16.823 15.622 23.732
H 14.299 16.724 22.573
H 15.823 17.054 21.830
H 14.574 16.268 20.835
H 16.246 14.580 20.230
H 17.362 15.350 21.400
H 17.174 13.646 21.487
H 11.820 14.038 22.278
H 12.606 15.445 22.986
H 11.724 14.338 23.980
H 14.134 13.181 20.213
C 7.746 10.982 17.615
C 9.180 11.285 17.287
N 10.221 11.741 17.060
H 7.066 11.497 16.869
H 7.618 11.325 18.640
H 7.646 9.891 17.477
C 17.391 15.767 18.130
C 16.649 14.756 17.400
N 16.083 14.004 16.792
H 18.087 15.197 18.768
H 16.751 16.363 18.716
H 17.935 16.347 17.296
C 14.241 8.753 14.274
C 13.771 9.712 15.267
N 13.610 10.542 16.074
H 13.409 8.085 13.982
H 15.088 8.200 14.683
H 14.553 9.191 13.355
C 11.554 16.154 19.826
C 12.040 15.192 18.811
N 12.534 14.390 18.112
H 10.552 15.859 20.125
H 11.546 17.123 19.389
H 12.168 16.163 20.785
```

Calculated values
Highest occupied orbital energy (alpha / beta) = -7.93 / -7.70 eV
Strongest force on any atom = 3.82 eV/Å
Charge = 0
Multiplicity = 2
M = 1044.50 g/mol
<S²> = 0.7542
LUMO level (alpha / beta) = 0.3987 / -1.1575 eV

Here are the Mulliken charges for atoms 1 to 4, given in e: atom 1 (Ag): 0.9585, atom 2 (C): -1.6277, atom 3 (C): 1.7034, atom 4 (C): -1.2606

(3)
Molecular formula: C36H72O25
Method: DFT, ωB97M-V/def2-TZVPD

The geometry in XYZ format:
```
133
C36H72O25 (ωB97M-V/def2-TZVPD)
C -1.914 5.484 1.993
C -1.886 5.990 3.422
O -3.147 6.555 3.785
C -3.236 7.878 3.741
O -2.364 8.653 3.436
O -4.468 8.224 4.101
C -4.716 9.604 4.262
H -0.902 5.169 1.709
H -2.143 6.351 1.372
H -2.492 4.580 1.824
H -1.074 6.692 3.608
H -1.693 5.171 4.119
H -5.758 9.811 4.469
H -4.263 10.196 3.467
H -4.172 9.964 5.150
C 3.822 -4.757 4.517
C 3.881 -3.816 3.315
O 2.797 -2.895 3.311
C 3.039 -1.676 2.809
O 4.073 -1.246 2.379
O 1.988 -0.861 2.965
C 0.713 -1.354 3.360
H 4.280 -4.288 5.380
H 4.334 -5.679 4.245
H 2.786 -5.051 4.700
H 4.062 -4.303 2.356
H 4.818 -3.268 3.468
H 0.169 -0.529 3.810
H 0.799 -2.138 4.112
H 0.144 -1.758 2.522
C -2.563 0.779 0.764
C -2.223 0.071 -0.524
O -0.848 0.290 -0.869
C 0.055 -0.551 -0.372
O -0.152 -1.536 0.286
O 1.240 -0.123 -0.800
C 2.421 -0.782 -0.375
H -3.655 0.807 0.825
H -2.281 1.828 0.739
H -2.136 0.389 1.683
H -2.794 0.485 -1.358
H -2.494 -0.986 -0.526
H 3.113 -0.710 -1.224
H 2.270 -1.853 -0.261
H 2.961 -0.194 0.364
C -0.949 3.293 -2.447
C -1.545 4.038 -1.260
O -2.736 4.742 -1.551
C -3.825 4.479 -0.825
O -3.971 3.603 -0.012
O -4.749 5.362 -1.187
C -6.072 5.142 -0.728
H -1.588 2.445 -2.702
H 0.060 2.960 -2.220
H -0.893 3.969 -3.302
H -0.767 4.775 -1.000
H -1.553 3.465 -0.333
H -6.117 4.820 0.312
H -6.509 4.328 -1.314
H -6.650 6.047 -0.870
C -1.857 0.177 -4.958
C -1.431 -1.154 -4.361
O -0.022 -1.323 -4.525
C 0.529 -2.509 -4.276
O 1.640 -2.803 -4.622
O -0.300 -3.298 -3.584
C 0.208 -4.591 -3.226
H -1.066 0.893 -4.724
H -2.813 0.512 -4.569
H -1.866 0.095 -6.045
H -1.971 -1.977 -4.829
H -1.673 -1.159 -3.296
H 1.271 -4.539 -3.010
H 0.132 -5.241 -4.100
H -0.386 -4.934 -2.391
C 4.763 -4.270 -0.635
C 3.319 -4.736 -0.686
O 3.240 -6.150 -0.777
C 2.029 -6.707 -0.761
O 0.995 -6.126 -0.544
O 2.174 -8.010 -0.936
C 0.994 -8.774 -1.109
H 5.436 -4.705 -1.375
H 5.217 -4.509 0.330
H 4.765 -3.191 -0.785
H 2.897 -4.234 -1.558
H 2.823 -4.419 0.234
H 0.177 -8.452 -0.461
H 1.238 -9.796 -0.834
H 0.629 -8.722 -2.134
C 6.109 -0.410 -1.119
C 7.569 -0.367 -1.575
O 7.665 -0.995 -2.854
C 8.869 -0.984 -3.424
O 9.920 -0.761 -2.879
O 8.722 -1.301 -4.704
C 9.907 -1.363 -5.480
H 5.640 -1.220 -1.679
H 5.614 0.550 -1.238
H 6.053 -0.679 -0.063
H 8.179 -0.960 -0.890
H 7.930 0.660 -1.554
H 10.585 -2.151 -5.146
H 10.489 -0.450 -5.326
H 9.629 -1.485 -6.519
C -8.208 -4.106 1.397
C -7.782 -3.509 0.072
O -7.131 -2.277 0.397
C -7.003 -1.379 -0.589
O -7.586 -1.403 -1.638
O -6.134 -0.465 -0.180
C -6.010 0.680 -1.012
H -7.417 -4.074 2.144
H -8.543 -5.140 1.312
H -9.041 -3.517 1.782
H -8.660 -3.322 -0.548
H -7.118 -4.147 -0.513
H -5.360 0.510 -1.873
H -5.503 1.465 -0.451
H -6.984 1.032 -1.342
C 1.123 3.545 3.790
C 1.877 3.229 2.494
C 0.828 2.574 1.585
O -0.361 2.376 2.364
C -0.036 2.548 3.737
H 0.729 4.559 3.707
H 1.712 3.445 4.698
H 2.716 2.552 2.641
H 2.238 4.146 2.027
H 1.179 1.588 1.265
H 0.572 3.151 0.696
H 0.311 1.572 4.099
H -0.910 2.846 4.313
```

Calculated values
Energy relative to the best compared isomer or geometry (same formula, charge and spin) = 42.0 kcal/mol
Highest occupied orbital energy = -9.71 eV
Strongest force on any atom = 2.60 eV/Å
Charge = 0
M = 904.95 g/mol
LUMO level = 0.5676 eV

Here are the Mulliken charges for atoms 1 to 4, given in e: atom 1 (C): -0.5443, atom 2 (C): -0.5147, atom 3 (O): -0.3443, atom 4 (C): 0.7701